253
Properties=species:S:1:pos:R:3:forces:R:3:lowdin_charge:R:1 method="wB97M-V/def2-TZVPD" e_lumo_ev=0.15 e_above_lowest_ev=2.047 e_homo_ev=-8.025 e_tot_ha=-4213.194692
C -2.88470 2.46182 -4.93922 -0.571 0.944 0.351 -0.172
O -1.72570 3.28267 -4.88584 0.131 -0.360 -0.158 -0.121
H -3.05698 1.83929 -4.06122 0.322 -0.032 0.186 0.071
H -3.66738 3.22044 -4.94166 -0.381 -0.302 -0.067 0.074
H -3.03394 1.84107 -5.82268 0.549 0.023 -0.253 0.070
H -0.94120 2.80424 -4.60788 0.001 -0.263 -0.038 0.068
C 0.92107 7.37950 -3.15243 -0.846 -0.338 -0.538 -0.175
O 2.13274 6.84739 -3.62061 0.691 -0.502 0.497 -0.128
H 0.15330 6.60601 -3.13420 0.123 -0.226 -0.452 0.076
H 0.91172 7.71161 -2.11430 0.478 0.612 -0.044 0.075
H 0.65890 8.11374 -3.91418 -0.721 0.516 0.631 0.081
H 2.74544 7.58645 -3.62046 0.380 -0.109 -0.097 0.061
C 7.23201 5.31699 3.81117 2.250 0.163 -0.249 -0.113
O 8.34295 4.37992 4.11240 -1.810 -0.375 -0.011 -0.152
H 6.25189 5.17078 4.26513 0.549 -0.689 0.679 0.073
H 7.68744 6.25040 4.14197 -0.919 0.519 -0.292 0.071
H 7.04853 5.31197 2.73673 0.185 0.160 -0.086 0.065
H 9.16991 4.86708 4.13324 -0.267 0.198 -0.050 0.057
C -2.77313 2.13650 9.72817 -0.208 -0.331 -0.121 -0.083
C -1.23615 2.16733 9.62907 -0.755 -0.731 -1.213 -0.417
C -0.70250 1.06026 8.64560 1.529 1.517 0.197 -0.152
O 0.77532 1.24993 8.52575 -1.649 -1.111 0.240 -0.221
C 1.39756 0.11346 7.90954 0.214 0.894 0.594 -0.116
N -0.86950 3.52717 9.19902 -0.162 -0.942 1.123 0.040
H -3.16023 2.86955 10.43592 0.340 0.006 0.137 0.074
H -3.17031 1.16309 10.01597 0.183 -0.166 0.157 0.068
H -3.28172 2.36626 8.79188 0.287 0.106 -0.336 0.071
H -0.86315 1.84183 10.60017 0.401 0.722 0.145 0.133
H -1.02917 1.19260 7.61414 -0.663 -0.010 0.005 0.116
H -0.99305 0.07967 9.02260 0.326 -0.250 -0.022 0.111
H 0.94412 -0.17631 6.96164 -0.238 0.047 -0.065 0.077
H 1.41496 -0.72994 8.59982 -0.115 -0.207 -0.023 0.079
H 2.42628 0.42184 7.72318 -0.001 -0.111 -0.073 0.085
H 0.13352 3.62725 9.26247 0.089 0.103 -0.516 0.065
H -1.20832 3.57639 8.24881 0.415 0.440 -0.259 0.069
C -3.78764 6.52272 4.66635 -0.608 -1.188 0.667 -0.056
C -4.64952 6.82447 3.45621 0.760 -0.601 -0.782 -0.473
C -5.80654 5.88042 3.19638 -0.682 -0.836 -0.189 -0.215
O -5.35461 4.56837 2.94808 0.077 -1.359 -0.420 -0.182
C -6.34959 3.60901 2.55609 -0.146 -0.159 0.283 -0.102
N -5.13569 8.17200 3.55488 -0.208 0.666 0.354 0.030
H -3.02873 7.24908 4.95710 -0.248 0.329 -0.389 0.076
H -3.28044 5.56086 4.59100 0.027 -0.046 -0.327 0.073
H -4.48076 6.38806 5.49675 0.087 0.255 0.360 0.081
H -4.02839 6.75106 2.56351 0.294 -0.347 -0.271 0.132
H -6.33845 6.15250 2.28471 -0.128 0.737 -0.136 0.120
H -6.54991 5.85861 3.99326 -0.001 0.267 0.438 0.131
H -5.93717 2.75760 2.01470 0.782 0.286 0.107 0.080
H -7.15592 3.93191 1.89756 0.144 0.955 -0.154 0.079
H -6.87678 3.15504 3.39518 0.134 0.242 0.533 0.080
H -4.29869 8.72278 3.42766 -0.213 0.661 0.089 0.075
H -5.75943 8.38319 2.78908 -0.054 0.121 -0.169 0.070
C 6.12181 8.92032 -1.18049 -0.045 0.843 -0.107 -0.047
C 5.43705 10.09704 -1.85953 -0.477 0.136 0.785 -0.477
C 6.15347 11.41198 -1.67550 -0.009 0.688 0.900 -0.227
O 6.08478 11.83567 -0.31896 0.807 -0.032 -0.084 -0.186
C 7.03700 12.85628 -0.04185 -0.677 -0.078 0.671 -0.110
N 5.26371 9.83212 -3.26253 -0.368 -0.133 -0.625 0.036
H 6.39377 9.22214 -0.16903 0.119 -0.199 0.023 0.077
H 7.01455 8.72983 -1.77616 0.155 -0.488 0.226 0.079
H 5.44290 8.06826 -1.14631 0.263 -0.072 -0.124 0.077
H 4.45405 10.22075 -1.40510 -0.208 -0.002 -0.023 0.142
H 5.70220 12.22675 -2.24171 -0.263 -0.124 -0.582 0.125
H 7.18744 11.33655 -2.01214 0.400 -0.155 0.014 0.124
H 8.06640 12.51972 -0.16494 0.067 -0.126 -0.125 0.086
H 6.87353 13.13999 0.99781 0.148 -0.107 0.044 0.087
H 6.86940 13.76615 -0.61816 -0.044 -0.014 -0.416 0.084
H 6.15679 9.97034 -3.71355 0.268 -0.231 -0.303 0.071
H 4.67486 10.56138 -3.63872 -0.214 0.052 -0.278 0.072
C 8.58879 -1.87828 4.40259 0.695 -0.603 -0.532 -0.065
C 7.51977 -1.31835 3.43497 1.311 -1.335 0.228 -0.444
C 6.53433 -2.40286 2.93102 1.469 -0.836 1.156 -0.188
O 7.27659 -3.41664 2.26813 0.226 0.381 -0.908 -0.201
C 6.48142 -4.44279 1.72515 0.749 -0.566 0.097 -0.121
N 6.80671 -0.32494 4.17138 -1.320 0.071 -0.068 0.030
H 9.16603 -2.73031 4.04351 -0.502 -0.366 -0.436 0.066
H 8.15994 -2.16847 5.36175 -0.230 0.163 -0.075 0.077
H 9.42419 -1.20442 4.59266 -0.404 0.727 0.107 0.068
H 7.97885 -0.89588 2.54117 0.392 -0.096 -0.216 0.132
H 5.75095 -1.97432 2.30590 -0.209 -0.014 -0.042 0.123
H 6.18337 -2.96357 3.79735 -1.014 0.640 0.374 0.128
H 5.84896 -4.10296 0.90503 -0.288 0.072 0.125 0.087
H 5.94930 -5.01228 2.48715 -0.651 0.419 0.263 0.084
H 7.15219 -5.21251 1.34345 0.277 0.276 -0.338 0.084
H 5.97720 -0.21008 3.60672 -0.466 1.001 0.355 0.062
H 7.31738 0.54415 4.23456 -0.064 0.104 -0.098 0.080
C 3.60505 2.72092 -5.99185 0.606 -1.035 0.883 -0.054
C 3.81349 2.23461 -4.53790 0.253 0.812 -0.357 -0.433
C 5.14138 2.72297 -3.87831 0.441 -0.804 -0.526 -0.193
O 5.39552 2.05769 -2.66078 -1.570 -1.234 0.635 -0.214
C 6.58975 2.35152 -1.98692 0.209 0.643 -1.638 -0.106
N 2.69711 2.76283 -3.81659 -0.846 0.162 1.066 0.023
H 2.73379 2.17563 -6.35470 -0.108 0.355 -0.110 0.075
H 4.45131 2.41855 -6.60871 0.047 0.438 -0.180 0.072
H 3.41743 3.79401 -5.95473 0.148 -0.009 -0.446 0.078
H 3.64067 1.15922 -4.49593 0.927 -0.230 -0.014 0.135
H 5.12248 3.79400 -3.67668 -0.306 0.365 -0.266 0.126
H 5.97326 2.52732 -4.55492 0.318 -0.003 -0.257 0.116
H 7.36525 2.26007 -2.74740 0.666 -0.044 0.170 0.081
H 6.80670 1.65189 -1.17973 -0.460 0.167 -0.005 0.090
H 6.57212 3.40302 -1.70033 0.180 0.072 0.607 0.085
H 2.90009 2.55974 -2.84826 -0.436 -0.003 0.484 0.062
H 2.71997 3.77041 -3.88264 -0.186 0.382 0.002 0.062
C 1.50016 3.76898 1.31928 -0.781 0.392 -0.222 -0.050
C 0.74080 2.46883 1.74991 0.832 1.596 0.518 -0.453
C -0.70016 2.57423 1.16535 0.108 -0.853 0.551 -0.111
C -1.43783 1.21985 1.06263 0.458 0.016 -0.521 -0.172
C -0.58035 0.17818 0.39295 0.545 0.651 -0.872 -0.172
C 0.85796 0.08215 0.92663 0.314 -1.268 -0.891 -0.488
N 1.50378 1.39815 1.10174 -3.246 -0.171 -0.997 -0.132
O 2.83593 1.37349 1.41981 0.888 -0.526 0.970 -0.008
C 0.80955 -0.80803 2.16683 0.915 0.324 1.230 -0.036
C 1.61840 -0.67147 -0.20460 0.687 0.370 0.619 -0.038
C 0.70006 2.51253 3.34161 0.452 -0.905 -0.897 -0.018
H 1.49575 3.94415 0.24345 -0.072 -0.631 -0.324 0.074
H 2.54849 3.83776 1.60975 -0.223 -0.120 0.492 0.075
H 0.93577 4.63829 1.65671 0.195 0.111 0.558 0.078
H -1.28720 3.24383 1.79393 0.127 0.115 0.145 0.113
H -0.65146 3.05807 0.18984 0.054 -0.254 -0.204 0.114
H -2.31508 1.31953 0.42341 -0.309 0.214 0.346 0.109
H -1.72514 0.73155 1.99382 -0.221 0.784 0.450 0.107
H -0.47603 0.34733 -0.67878 -0.222 0.448 -0.172 0.112
H -1.09776 -0.77945 0.45066 0.341 -0.264 0.245 0.122
H 1.76098 -0.75152 2.69567 0.364 -0.208 -0.141 0.079
H 0.12578 -0.46131 2.94165 -0.452 0.167 -0.257 0.066
H 0.59528 -1.86284 1.99483 -0.047 0.100 -0.371 0.085
H 2.67022 -0.76709 0.06488 -0.015 -0.699 0.375 0.071
H 1.12132 -1.62459 -0.38507 0.311 -0.104 0.013 0.084
H 1.72485 -0.13703 -1.14860 -0.747 0.385 -0.012 0.078
H 1.70286 2.37211 3.74506 0.224 0.348 -0.146 0.074
H 0.15798 1.68467 3.79866 -0.480 0.044 -0.233 0.059
H 0.29406 3.46407 3.68491 -0.003 -0.078 -0.054 0.074
H 3.28664 1.75379 0.66229 0.035 0.014 -0.220 0.105
C -1.20804 -7.58226 -0.66749 0.696 0.635 1.598 -0.050
C -1.73804 -7.45211 -2.05141 -0.087 -0.763 -0.138 -0.519
C -2.09141 -8.88922 -2.51294 -1.024 0.033 0.013 -0.141
C -3.43322 -9.35603 -1.97993 -1.118 0.197 0.188 -0.187
C -4.56470 -8.34359 -2.30284 1.496 -0.996 -0.520 -0.143
C -4.29004 -6.90329 -1.80818 -1.066 0.292 -0.578 -0.453
N -2.89805 -6.49914 -2.16856 -0.512 -1.502 -1.184 -0.087
O -2.59073 -5.19904 -1.72505 0.081 -0.286 0.753 -0.016
C -5.30571 -6.03075 -2.66663 0.650 -0.411 0.476 -0.027
C -4.62771 -6.84379 -0.30193 -0.028 -0.006 1.183 -0.044
C -0.60766 -6.96353 -2.93075 -0.230 1.191 -0.324 -0.046
H -0.71450 -6.65411 -0.37929 -0.098 0.204 0.151 0.085
H -0.42193 -8.33566 -0.61732 -0.107 -0.173 -0.022 0.089
H -1.95454 -7.78501 0.10045 -0.054 -0.172 -0.151 0.077
H -2.09463 -8.98787 -3.59846 -0.299 0.418 -0.238 0.115
H -1.36355 -9.64884 -2.22781 0.492 0.500 0.378 0.118
H -3.50607 -9.56976 -0.91357 0.721 0.150 0.261 0.103
H -3.66244 -10.31870 -2.43689 -0.198 -0.031 -0.174 0.107
H -5.50666 -8.76071 -1.94672 -0.107 0.442 0.230 0.122
H -4.60903 -8.38897 -3.39100 -0.213 0.507 -0.175 0.108
H -5.09467 -4.96256 -2.71699 0.045 0.011 0.528 0.068
H -5.30284 -6.36225 -3.70499 0.163 -0.179 0.028 0.069
H -6.30875 -6.20785 -2.27850 -0.040 0.199 0.046 0.078
H -4.16407 -7.63309 0.28980 0.946 0.093 -0.236 0.062
H -4.46166 -5.89479 0.20789 0.667 0.166 -0.377 0.080
H -5.62878 -7.05752 0.07260 -0.826 0.035 -1.264 0.076
H 0.32876 -7.51185 -2.82801 -0.268 -0.352 -0.083 0.093
H -0.37340 -5.93762 -2.64660 0.101 0.122 0.040 0.075
H -0.96670 -6.91441 -3.95875 0.282 -0.231 -0.175 0.087
H -2.51122 -4.66640 -2.51976 -0.055 -0.079 -0.226 0.101
C -8.85794 4.65661 -5.62668 -1.188 -0.003 0.593 -0.060
C -9.27158 3.14975 -5.66497 0.481 0.573 -1.379 -0.446
C -8.37641 2.60628 -6.89652 -1.675 -0.255 0.879 -0.114
C -8.35143 1.07528 -6.92599 -0.279 0.961 0.396 -0.186
C -7.96317 0.51197 -5.59918 0.639 0.124 1.377 -0.162
C -8.73936 1.00377 -4.34677 -0.820 0.639 0.047 -0.480
N -8.92129 2.49510 -4.39494 1.730 -0.462 -1.287 -0.110
O -9.46563 3.13710 -3.23793 -0.335 -0.842 -0.778 -0.008
C -10.09225 0.27427 -4.31927 -1.161 0.678 1.017 -0.044
C -7.93664 0.58736 -3.09725 -0.489 -0.364 -0.088 -0.038
C -10.81861 3.05321 -6.00556 0.632 -0.396 0.080 -0.030
H -8.87007 5.15981 -6.59350 0.214 -0.547 -0.355 0.080
H -7.89251 4.83974 -5.15496 0.019 -0.203 0.031 0.083
H -9.64376 5.21242 -5.11514 0.123 0.118 0.558 0.074
H -8.94166 3.02158 -7.73086 0.055 -0.223 -0.358 0.107
H -7.39813 3.07957 -6.98054 0.149 -0.161 0.612 0.111
H -7.65944 0.67857 -7.66887 -0.368 -0.013 -0.296 0.115
H -9.37277 0.71086 -7.03630 -0.054 0.017 -0.852 0.104
H -6.91259 0.66932 -5.35501 0.265 -0.031 -0.325 0.115
H -8.15837 -0.55854 -5.66236 0.313 -0.174 0.291 0.119
H -10.61533 0.68384 -3.45513 -0.152 -0.065 0.305 0.081
H -10.79661 0.50448 -5.11863 0.485 0.003 -0.443 0.065
H -10.10930 -0.80509 -4.16828 0.582 -0.052 -0.141 0.085
H -7.85216 -0.49196 -3.22386 0.595 -0.115 0.141 0.081
H -6.96854 1.07254 -2.97290 0.067 -0.071 -0.493 0.082
H -8.42974 0.69451 -2.13108 -0.498 0.356 -0.230 0.078
H -11.21972 3.85767 -6.62204 0.286 0.487 0.338 0.075
H -11.35363 2.96709 -5.05981 -0.133 0.332 -0.051 0.077
H -11.10821 2.18364 -6.59555 0.418 -0.400 0.109 0.060
H -8.88913 3.90231 -3.17705 0.120 0.091 0.308 0.086
C 6.49069 -2.43509 -6.07466 0.754 1.372 -0.780 -0.051
C 6.18383 -3.88355 -5.84112 2.163 -0.525 0.233 -0.507
C 4.72054 -4.02207 -5.51183 -0.938 -0.783 0.538 -0.148
C 3.76378 -3.88560 -6.68343 0.023 -0.125 -1.270 -0.185
C 4.05810 -4.96440 -7.75227 1.013 0.631 2.391 -0.136
C 5.59341 -4.98454 -8.12748 -1.113 -1.097 -0.129 -0.477
N 6.51874 -4.80015 -6.96264 -2.266 -0.354 -0.176 -0.105
O 7.86634 -4.83363 -7.36570 -0.165 0.831 -0.068 -0.008
C 5.82134 -6.43451 -8.60548 0.259 0.628 -0.982 -0.052
C 5.68555 -3.98488 -9.29814 1.061 -0.468 0.427 -0.028
C 7.13665 -4.31327 -4.65982 -1.042 0.140 0.432 -0.030
H 6.48172 -1.81921 -5.17537 -0.233 -0.266 0.297 0.086
H 5.83178 -1.93047 -6.78127 -0.164 -0.172 -0.110 0.072
H 7.50429 -2.32246 -6.45941 0.092 -0.095 -0.172 0.086
H 4.53599 -5.00157 -5.07066 0.113 -0.468 -0.165 0.122
H 4.39861 -3.38249 -4.69000 0.442 0.562 -0.089 0.124
H 3.79359 -2.95327 -7.24733 0.290 0.550 0.547 0.101
H 2.72835 -3.98153 -6.35666 -0.012 -0.058 0.174 0.109
H 3.43166 -4.76340 -8.62134 0.195 -0.503 -0.018 0.113
H 3.81895 -5.88645 -7.22243 -0.167 -0.426 -0.555 0.110
H 5.71419 -7.20915 -7.84618 0.163 0.344 0.273 0.084
H 5.08821 -6.66785 -9.37761 -0.058 0.008 -0.164 0.081
H 6.79898 -6.46800 -9.08629 0.132 -0.389 0.087 0.074
H 4.90767 -4.20586 -10.02901 -0.160 0.307 0.189 0.080
H 5.62755 -2.99009 -8.85641 -0.193 0.174 -0.492 0.074
H 6.61989 -4.09117 -9.84935 0.250 0.187 0.198 0.079
H 6.75263 -3.80758 -3.77386 0.043 0.066 0.206 0.076
H 8.18727 -4.03180 -4.73092 -0.153 0.255 -0.577 0.077
H 7.13185 -5.37624 -4.41860 -0.320 -0.160 -0.333 0.078
H 8.19197 -5.67683 -7.04233 -0.018 -0.149 0.103 0.102
C -2.82296 -6.47850 9.57101 -0.734 0.761 -0.012 -0.036
C -2.49926 -5.02998 9.14292 -0.770 0.434 0.027 -0.489
C -0.99680 -4.73338 9.19702 0.133 -0.738 -0.557 -0.143
C -0.34708 -5.24393 7.93366 0.659 -1.777 0.023 -0.202
C -0.93129 -4.77269 6.64196 -0.761 1.185 0.195 -0.136
C -2.48347 -5.00471 6.52979 0.614 -0.911 -0.605 -0.479
N -3.09507 -4.66373 7.80881 2.263 1.657 0.990 -0.134
O -4.48519 -4.72226 7.80715 -0.303 -0.116 -0.187 0.000
C -2.96683 -4.14044 5.33957 -0.312 0.588 0.376 -0.044
C -2.88806 -6.46551 6.20273 0.028 0.163 -0.072 -0.020
C -3.07010 -4.08686 10.22833 -0.468 -0.441 -0.830 -0.046
H -3.89563 -6.64253 9.46826 -0.151 0.056 -0.436 0.082
H -2.72793 -6.49836 10.65667 0.768 -0.615 -0.017 0.083
H -2.32132 -7.24544 8.98087 0.305 -0.019 0.583 0.070
H -0.74199 -3.70764 9.46352 -0.332 0.273 -0.437 0.115
H -0.63494 -5.32186 10.04014 0.173 -0.068 0.074 0.121
H -0.50446 -6.32246 7.94365 -0.080 -0.419 0.126 0.106
H 0.74211 -5.20714 7.91361 0.104 0.572 0.161 0.115
H -0.36894 -5.12031 5.77533 -0.352 -0.611 -0.032 0.120
H -0.72207 -3.70347 6.60914 -0.466 0.459 -0.096 0.112
H -2.98860 -3.07262 5.55729 0.228 0.124 0.359 0.079
H -2.30532 -4.23371 4.47829 0.087 -0.335 0.054 0.083
H -3.97884 -4.36717 5.00410 -0.003 -0.311 0.113 0.073
H -2.22050 -6.96533 5.50085 0.071 -0.002 0.015 0.084
H -2.99334 -7.03906 7.12363 0.214 -0.128 -0.283 0.058
H -3.87946 -6.41450 5.75259 -0.010 -0.240 0.009 0.073
H -2.47387 -4.18057 11.13598 -0.010 0.107 -0.020 0.085
H -4.10327 -4.35008 10.45498 -0.065 0.208 0.045 0.080
H -3.00533 -3.08399 9.80624 -0.105 0.159 0.356 0.083
H -4.65996 -3.78712 7.67842 -0.713 0.020 0.068 0.107